22 unconnected molecules or ions with the total composition C23H80Cl2FNO26P at a distorted geometry, computed with wB97M-V/def2-TZVPD.

Geometry as XYZ:
```
134
Properties=species:S:1:pos:R:3:forces:R:3:mulliken_charge:R:1
C -3.31063 2.69095 -2.76856 -0.02 -0.61 0.39 -0.214
C -4.11723 1.71932 -1.88149 0.28 -0.22 -0.19 -1.258
C -3.23641 1.01039 -0.83276 -0.50 0.27 0.13 -0.526
C -2.66493 -0.27096 -1.42723 -0.76 0.39 0.21 -0.244
O -1.28901 -0.54424 -1.04095 0.14 -0.20 -0.20 0.024
N -1.20271 -1.04579 0.21071 -0.72 -0.19 0.42 1.285
C -1.36749 -2.30005 0.50654 0.31 0.03 -0.34 -1.336
C -1.61193 -3.33869 -0.50892 0.06 0.04 -0.02 -1.153
C -0.37778 -4.28611 -0.65531 -0.15 -0.06 -0.15 -0.765
C 0.23828 -4.22951 -2.05501 -0.31 -0.19 -0.54 0.341
C 1.03068 -5.51727 -2.30737 0.14 0.54 0.66 -2.342
C 1.02446 -2.93683 -2.33096 -0.40 -0.07 0.85 0.189
C 2.46271 -2.92395 -1.80679 0.83 1.00 -0.09 -0.062
C 3.38026 -2.08447 -2.68959 -0.26 0.32 -0.09 -0.945
C 3.05371 -0.92153 -3.27971 0.26 -0.24 0.23 0.772
C 3.72800 -0.51343 -4.55733 0.85 0.59 0.37 -1.592
C 2.05731 0.06272 -2.68467 0.38 -0.92 -0.41 0.028
C -1.30417 -2.49117 2.01185 -0.23 0.66 -0.02 1.610
C -2.82805 -2.61034 2.41206 -0.01 -0.32 -0.03 -0.631
C -3.39397 -1.35176 2.98615 0.04 0.12 -0.24 -0.002
O -3.72023 -0.38071 2.39474 -0.02 0.04 -0.02 -0.381
F -3.49606 -1.38985 4.32378 -0.11 -0.08 0.22 -0.195
P -0.58169 -4.14745 2.59306 -0.04 -0.82 -0.43 0.377
O -0.90442 -4.09232 4.17642 0.18 0.61 -0.18 -0.494
Cl 1.46449 -3.75050 2.49374 -0.25 0.12 -0.01 -0.283
C -0.52971 -1.19361 2.41367 -0.14 -0.47 0.31 -0.493
C -0.51933 -0.71430 3.88272 -0.01 -0.08 -0.45 -2.258
C 0.88209 -0.73547 4.51317 0.00 0.17 0.40 -0.034
C 1.70111 0.48229 4.18193 0.05 0.17 -0.47 -0.245
O 2.71627 0.44324 3.54520 0.15 -0.14 0.04 -0.544
O 1.23795 1.66176 4.68622 -0.26 -0.12 0.12 -0.531
C -0.90104 -0.17791 1.33922 2.15 0.55 -0.09 -1.209
Cl 0.62537 0.72573 0.93930 -0.55 0.28 -0.05 -0.106
H -3.60196 3.71104 -2.55294 0.10 0.01 -0.13 -0.376
H -2.24424 2.59402 -2.55252 0.05 0.08 -0.06 0.334
H -3.46021 2.46603 -3.81890 -0.02 0.21 -0.06 0.388
H -4.95647 2.21196 -1.39249 0.09 0.13 0.04 0.546
H -4.56334 0.93890 -2.50778 -0.14 0.03 0.04 0.389
H -2.43998 1.68420 -0.50858 0.11 -0.03 -0.12 0.412
H -3.85355 0.80132 0.04315 0.17 -0.21 0.09 -0.036
H -2.67954 -0.21065 -2.51338 0.57 -0.01 -0.02 0.746
H -3.30019 -1.11856 -1.15589 0.17 -0.14 0.02 0.328
H -2.48536 -3.92199 -0.20676 0.07 -0.08 0.06 0.427
H -1.81854 -2.89030 -1.47711 -0.08 0.14 0.05 0.455
H -0.75409 -5.29166 -0.46572 0.30 0.13 0.13 0.348
H 0.39188 -4.03112 0.07515 0.09 -0.12 0.02 -0.038
H -0.60705 -4.23999 -2.75592 -0.01 0.06 0.01 0.722
H 0.40681 -6.36988 -2.55317 -0.07 0.16 -0.11 0.817
H 1.55492 -5.77518 -1.37952 0.14 -0.11 -0.10 0.351
H 1.80614 -5.37673 -3.05168 -0.12 -0.05 -0.19 0.414
H 0.97420 -2.69082 -3.39156 0.27 -0.18 -0.08 0.587
H 0.48998 -2.12406 -1.82391 -0.05 0.11 -0.22 -0.735
H 2.90653 -3.91692 -1.79588 -0.16 -0.10 0.14 0.569
H 2.52553 -2.51446 -0.78945 -0.19 -0.30 0.15 -0.057
H 4.38722 -2.46258 -2.84875 -0.29 -0.44 -0.61 0.302
H 4.72531 -0.95362 -4.63666 -0.08 -0.18 -0.03 0.440
H 3.86107 0.56894 -4.61599 -0.09 -0.01 -0.09 0.350
H 3.15809 -0.81580 -5.43546 -0.11 -0.03 0.06 0.239
H 1.05045 -0.13454 -3.05214 -0.18 0.38 0.24 -0.088
H 2.12605 -0.02112 -1.60106 -0.39 -0.04 0.07 -0.567
H 2.39291 1.05843 -2.96172 -0.32 0.11 -0.07 0.708
H -3.02222 -3.44188 3.08955 0.19 0.06 0.12 0.641
H -3.40247 -2.82863 1.51110 -0.10 0.08 0.03 0.390
H -0.60570 -3.29306 4.63923 0.07 -0.25 0.32 0.284
H 0.50216 -1.45218 2.16802 0.00 0.02 -0.05 1.698
H -1.17796 -1.34047 4.48155 -0.06 0.13 0.07 1.061
H -0.92149 0.29970 3.92343 -0.15 -0.04 0.21 0.641
H 1.46253 -1.60969 4.23135 -0.13 -0.02 -0.08 0.129
H 0.76708 -0.75419 5.59964 0.03 0.03 -0.01 0.476
H 0.62271 2.09327 4.07875 0.16 0.15 -0.03 0.369
H -1.58386 0.63840 1.53877 -0.64 -0.47 -0.11 0.670
O -2.17283 -6.63731 0.33052 -0.34 -0.02 0.16 -0.528
H -3.07850 -6.84650 0.07734 0.04 -0.07 -0.07 0.235
H -1.87430 -7.42169 0.80358 0.08 0.01 -0.04 0.257
O -4.57246 5.50117 -1.79611 -0.10 -0.31 0.22 -0.484
H -5.37834 6.02118 -1.88319 0.17 0.28 -0.17 0.256
H -4.16703 5.83910 -0.99206 0.05 0.07 -0.04 0.231
O 0.31833 -8.50646 -2.38477 -0.06 -0.36 0.04 -0.636
H 0.48799 -9.08426 -3.13581 -0.04 0.00 -0.01 0.292
H 1.10075 -8.60681 -1.83252 0.05 0.07 -0.05 0.307
O -4.99891 3.49387 -5.27797 0.12 -0.29 0.03 -0.572
H -5.90870 3.24235 -5.45966 0.00 0.08 -0.14 0.277
H -5.06804 4.09991 -4.53004 -0.08 0.09 -0.27 0.253
O 1.52232 -3.74004 5.83691 -0.23 0.22 -0.12 -0.604
H 2.41095 -3.39413 5.97363 0.02 -0.08 0.05 0.333
H 1.48164 -3.96642 4.89991 0.28 -0.20 0.16 0.287
O 5.03339 2.21413 3.61686 0.04 -0.08 -0.17 -0.526
H 4.19013 1.77360 3.45140 -0.07 -0.07 0.23 0.364
H 4.85234 2.84262 4.32337 0.10 0.06 -0.03 0.287
O -2.59173 5.37258 -4.24023 0.02 0.08 -0.04 -0.635
H -3.47181 5.53765 -3.87624 0.05 0.09 0.12 0.285
H -2.75756 4.89938 -5.06296 -0.04 0.06 -0.03 0.343
O -4.42067 -1.98269 7.28455 0.05 0.05 -0.19 -0.677
H -3.51490 -1.91318 7.60413 -0.04 -0.03 0.12 0.312
H -4.34948 -1.93879 6.32604 -0.03 -0.05 0.03 0.363
O 6.25920 4.28804 1.84196 -0.12 -0.01 0.05 -0.680
H 5.96037 3.46314 2.23828 0.03 0.00 0.12 0.323
H 7.22058 4.18118 1.82204 0.17 0.13 -0.09 0.365
O 9.32262 4.81047 1.56633 -0.42 -0.27 -0.05 -0.635
H 10.23372 4.85800 1.86181 0.01 0.04 0.10 0.293
H 9.23161 5.58913 1.01103 0.13 0.09 0.02 0.316
O 1.07405 0.85007 -5.54695 -0.09 0.06 -0.06 -0.574
H 0.61246 0.04019 -5.31145 -0.01 -0.02 -0.05 0.289
H 0.37846 1.50256 -5.67896 0.02 0.01 -0.03 0.285
O -6.98072 -0.29752 1.87968 0.06 -0.12 -0.09 -0.642
H -6.02712 -0.32585 1.99862 0.00 0.12 0.07 0.332
H -7.34885 -0.73069 2.65600 -0.05 0.05 0.01 0.324
O -5.72582 0.30237 8.58080 -0.01 0.03 -0.13 -0.628
H -5.42766 -0.37704 7.95899 0.05 -0.04 0.21 0.361
H -5.13417 1.04736 8.44568 -0.03 0.03 0.02 0.294
O -3.81949 8.06382 -4.68453 -0.06 0.25 0.23 -0.617
H -2.91557 7.83071 -4.43865 -0.02 -0.24 -0.16 0.327
H -3.74569 8.89875 -5.15843 0.00 -0.01 -0.02 0.269
O 3.44212 -6.98471 -3.37795 0.24 -0.10 -0.07 -0.593
H 4.36183 -6.90271 -3.10375 -0.01 -0.03 0.02 0.288
H 3.48374 -6.97246 -4.34012 -0.04 -0.03 0.00 0.305
O 3.68371 -0.73424 0.80627 -0.04 -0.05 0.03 -0.577
H 2.84056 -0.32204 0.59023 0.11 -0.02 -0.03 0.046
H 3.89414 -0.39841 1.68428 -0.03 -0.06 0.06 0.354
O 3.40805 3.40384 1.12831 -0.20 0.03 0.20 -0.605
H 4.08791 4.00566 1.46614 0.02 0.03 -0.27 0.339
H 3.69259 2.54656 1.45390 0.12 -0.03 -0.10 0.315
O -4.59810 8.42916 -1.71295 -0.07 0.06 0.02 -0.648
H -3.66795 8.46912 -1.47248 0.00 0.07 0.02 0.298
H -4.58630 8.41001 -2.68065 0.08 -0.07 -0.11 0.362
O 7.78495 1.61359 2.15504 -0.14 -0.13 0.01 -0.603
H 6.88824 1.60113 2.51105 0.05 -0.05 0.17 0.292
H 7.75002 1.01979 1.39892 0.07 0.06 -0.05 0.304
O -6.27819 5.65125 -3.96137 -0.36 -0.03 0.33 -0.586
H -6.98457 6.24267 -4.24371 0.12 0.07 -0.16 0.245
H -6.72170 5.01620 -3.38573 -0.05 0.04 0.01 0.332
O 11.18289 6.84467 0.92286 0.15 0.11 -0.19 -0.640
H 11.03539 7.59616 0.33918 -0.02 0.05 0.07 0.308
H 11.96567 6.41756 0.55869 0.01 -0.01 0.02 0.319
```
Forces are in eV/Å.

Calculated values
- spin multiplicity = 1
- DFT total energy (eV) = -116918.3832
- total charge = +1
- HOMO level (eV) = -9.9